ORCA calculation (ωB97M-V/def2-TZVPD) on a 16-piece molecular cluster, C84H213N13O32 overall in a non-equilibrium geometry.

```
! wB97M-V def2-TZVPD RIJCOSX def2/J DEFGRID3
* xyz 0 1
H 2.22 0.06 5.31
O 1.92 -0.27 -0.52
H 2.31 4.77 2.12
O 1.77 -3.74 2.62
H 5.00 1.64 -8.70
C -0.33 -0.45 0.30
C -5.96 6.19 -0.31
C -5.05 -3.72 -0.86
C 3.88 -3.49 0.16
H -7.37 2.55 -0.67
C 2.37 2.05 6.21
H -3.49 -1.88 4.80
H 0.93 5.18 -2.27
H 3.89 -9.35 3.15
H -1.29 0.69 4.50
N -6.33 -2.10 1.91
C -5.27 5.18 -2.40
H 5.09 7.58 -2.35
H -4.84 6.13 -2.73
H 4.26 2.68 6.54
H -0.30 2.28 -2.92
C -1.57 3.79 5.54
C 3.36 -9.54 4.08
C 2.57 3.58 -4.58
C -5.95 -4.95 -0.73
O 7.19 -1.75 -0.06
H -5.10 4.10 -4.39
H -6.70 4.75 -3.99
H 2.70 -4.83 -6.89
H 6.06 -5.11 -6.06
H 8.42 4.20 2.20
C -1.51 3.99 -2.74
C 3.18 0.39 8.65
C -6.82 1.65 -0.38
H 7.53 3.03 -0.32
H 1.47 -8.97 5.87
H 2.92 -3.70 -4.63
H -6.00 -7.00 1.76
H -8.84 -7.99 2.14
H -3.88 -7.29 2.68
H 6.67 -2.54 0.08
H -9.22 6.58 2.33
C 5.08 4.24 -0.26
H -0.58 -6.46 -1.55
H 0.16 -1.36 0.66
H 5.27 6.21 -3.40
C -2.11 6.87 1.08
H 2.76 4.02 -3.59
C 0.54 -3.90 1.94
H -4.01 -1.51 -2.21
H -8.00 3.56 2.97
H 2.06 -4.61 2.89
H 4.63 6.31 0.26
N 3.55 2.19 7.06
H -5.64 -2.86 -0.53
C -4.10 10.10 -3.55
O 6.37 0.15 -9.24
H 4.16 4.61 -5.69
H 3.86 -0.02 -1.21
C 8.46 3.49 1.37
H 10.44 -3.47 -3.52
H 7.34 0.06 0.89
H 0.42 -6.63 4.34
C 4.18 -0.65 -4.57
H -7.41 2.66 -4.94
H 6.68 0.20 -4.04
C 7.42 3.90 0.34
H -4.10 3.11 1.81
H -4.64 -6.13 -1.60
H 2.75 1.08 2.51
C -4.90 -3.40 3.45
H -2.23 6.85 -3.16
H -6.48 -7.61 -1.28
H 3.01 -7.61 -7.33
C -6.82 2.20 -4.14
H 3.28 -2.61 -0.07
H -5.52 -4.20 3.06
N -6.40 5.55 -1.52
H 1.50 -3.82 -2.15
C -6.34 1.95 4.14
H 0.22 -4.93 1.80
H 4.22 -2.89 -2.39
H 7.11 -0.88 3.17
H -4.25 6.33 3.61
H 1.36 -8.23 -7.09
C -3.36 2.93 1.02
H -2.97 5.30 3.29
C -3.05 0.65 1.49
O -8.12 5.64 0.74
H -3.91 10.93 -2.87
H 2.20 -6.11 5.86
H 8.19 -1.94 2.30
H 5.02 1.15 8.06
H -6.56 -0.76 -0.72
C -6.80 -0.75 1.47
H 7.42 -1.33 -4.07
O -6.36 3.39 4.20
C 7.16 -1.57 2.33
H -1.22 4.66 -3.55
H 0.20 -4.54 -4.92
H 6.84 -3.68 -2.80
C -3.00 -6.67 2.56
H 5.47 0.05 -6.78
C 1.14 4.88 -0.12
H -1.47 2.35 -4.18
N 5.45 -4.24 -4.24
H -6.78 -5.06 -1.43
H -7.62 -0.42 2.11
H -2.61 3.74 5.85
H -1.24 3.76 -0.78
C -5.82 4.25 -3.59
H 3.47 -0.54 2.99
H 3.88 -4.55 -2.09
H -4.88 -1.34 3.33
H -6.57 -8.58 1.17
C 5.06 5.77 -0.58
C 0.58 -2.91 -3.85
H -1.20 -5.17 -0.66
C -3.72 -2.55 -2.34
O 3.56 1.20 4.27
H -6.42 -4.91 0.26
H -4.58 4.57 -1.82
H -1.52 -3.64 2.45
O -7.84 0.67 -0.22
H 1.09 3.51 -1.79
C 4.07 0.90 7.58
H -3.15 6.46 -0.79
H 2.14 0.48 8.34
C 2.75 -1.45 10.06
H -2.78 -6.57 1.49
H -6.19 1.46 -1.25
H -3.75 -2.65 6.38
H -2.77 -6.76 5.17
H 6.49 -2.99 3.51
H 1.79 -1.71 9.61
H 7.66 4.84 -0.15
H 4.09 3.97 0.11
H 3.30 -1.87 -5.97
H 6.12 -0.95 -2.85
H -7.30 1.64 4.55
H -4.13 -3.72 -0.27
H 9.43 3.67 0.90
O 5.04 -3.70 -0.71
H 6.14 -5.24 -2.61
H 4.46 0.78 2.43
H 4.60 3.14 -4.90
C -5.81 -7.43 -0.44
C -2.09 8.97 -2.87
O 6.20 -2.62 2.67
N -1.69 -0.67 -0.19
H -5.43 1.91 6.09
H 2.71 -0.77 10.90
H 1.22 3.85 -5.95
O -6.43 3.06 -3.09
C 1.48 -6.89 6.08
H 7.79 0.68 -10.63
H 5.87 3.03 1.15
H 2.22 4.83 -0.21
H 0.53 -3.41 0.97
N -0.85 4.39 -1.47
C 2.84 0.32 -1.41
C -2.94 1.12 5.72
H 6.03 6.22 -0.81
H -8.23 -6.46 2.74
O 8.15 2.19 1.80
H -5.35 5.50 0.27
H 1.33 -6.72 7.14
H -7.50 1.42 -3.78
O 3.52 2.86 -6.67
H -3.60 3.69 0.28
H -9.73 5.08 1.62
H -3.26 -2.55 -3.33
O 2.64 -8.31 4.34
C -8.60 -6.96 1.85
H 7.55 -3.23 -5.72
O 5.49 -1.20 -4.82
C -2.42 7.16 -0.39
H -0.71 -4.05 3.82
O -3.36 6.76 1.74
H -2.60 6.97 3.70
C 3.57 0.55 3.01
H -6.42 -1.98 4.03
H 4.29 0.38 -4.23
C 6.85 -0.91 1.00
O -1.26 2.69 4.63
C -2.70 -0.76 0.88
H 3.78 7.01 -3.47
N -3.91 1.45 4.74
O 8.67 -4.20 -4.22
C 2.22 -8.19 5.70
C 4.55 6.72 -2.76
C 5.90 -4.22 -2.88
H -8.16 -1.37 -0.20
O -0.30 -4.73 -2.49
H 9.69 2.41 3.26
H -5.03 -8.19 -0.37
O 0.74 4.04 0.91
H 4.10 -9.78 4.84
H -2.58 -3.35 5.28
H 0.52 -2.03 3.45
H 0.52 1.26 -0.74
O -4.58 -3.70 4.83
C -1.35 2.52 -3.11
H -2.86 8.15 -0.52
H 4.80 -1.18 -7.87
O -0.41 -2.11 3.24
H -0.80 1.25 6.02
C 2.18 -4.48 -4.80
H 4.42 0.24 6.79
C -2.17 -7.54 4.71
H 0.72 5.35 2.57
H -2.82 -8.42 4.69
C -0.55 -3.48 2.91
H -6.72 6.99 1.45
H 4.20 -3.50 1.20
H 0.15 -0.16 -1.73
H -9.89 6.70 0.69
C 6.45 -4.95 -5.05
C 3.24 -0.81 -5.76
H -1.42 4.70 4.96
H 2.06 -5.12 -3.92
C -6.98 3.96 3.01
H 0.94 5.94 0.03
C 5.04 0.56 -8.78
H 1.07 3.79 3.02
H -1.52 7.68 1.49
H 3.33 -2.35 10.29
C -5.32 1.31 5.19
N -5.11 -6.15 -0.71
N 6.03 3.97 0.82
H 1.73 -6.91 -8.19
H -2.41 -1.55 1.59
H -6.49 3.74 2.07
C -1.52 1.46 5.23
H -3.94 -3.36 2.93
H -5.92 1.84 -4.63
N 0.24 -6.66 5.33
C -6.50 -7.52 0.95
O 4.13 5.88 -1.70
O 1.57 4.35 -5.21
O -3.44 1.60 0.52
H 3.61 -5.86 -5.81
H -3.40 1.30 -3.86
C 9.27 1.68 2.57
O 3.55 -0.91 8.96
H -5.33 7.04 -0.57
H -2.30 3.16 1.17
H 3.04 -8.40 6.38
C -0.34 -5.43 -1.28
H 5.30 3.54 -1.07
H -0.35 0.32 1.07
O -2.09 1.57 -2.33
H 1.51 1.84 6.84
C -9.33 6.07 1.38
N -1.24 7.26 -1.29
C -3.54 -2.84 5.33
C 1.96 -7.33 -7.21
H 6.55 -5.91 -4.56
H -0.38 -2.41 -4.00
O 1.67 -6.45 -6.12
H 2.11 3.03 5.81
C 0.58 0.17 -0.78
H 1.35 -2.13 -3.87
H 2.58 -10.31 4.02
H -6.88 5.02 3.23
H 2.23 -0.70 -5.36
H -7.66 7.52 0.06
C -7.36 -0.66 0.02
H 6.48 1.78 -10.47
C 4.68 -3.81 -2.02
C -7.16 6.66 0.51
H -1.72 9.44 -3.78
H -7.09 4.82 -1.37
H 2.23 2.56 -4.42
C 2.65 -5.37 -5.95
O -7.76 -7.02 0.70
C -0.84 -7.69 5.46
C 0.48 -3.56 -2.42
H -5.51 0.25 5.40
H -6.14 1.78 0.46
H -0.61 7.52 -3.27
O -1.91 -7.25 3.31
C -1.53 7.54 -2.69
H -1.99 0.16 -0.68
H -2.59 4.13 -2.69
C 1.26 4.49 2.20
C 3.79 3.61 -5.47
H 2.60 0.07 -2.44
H -3.73 0.56 -2.22
H -0.89 6.31 -1.35
H -9.42 -6.34 1.49
H -6.27 1.47 3.17
H 6.20 0.17 -11.27
O -3.50 8.94 -3.01
C 9.85 -3.48 -4.44
H 0.08 -2.83 -1.72
H 3.21 0.97 -6.85
H -3.97 2.32 -2.59
H -3.64 2.32 4.31
H 3.15 -4.30 0.06
C 6.71 0.71 -10.47
C -3.38 1.43 -2.78
H 9.03 0.82 3.20
O -4.71 -3.53 -2.24
H 4.30 0.32 -9.54
C -5.65 -2.11 3.26
C -3.27 6.33 3.13
H -3.86 0.59 2.22
H -2.90 -2.60 -1.63
H 5.79 -0.65 0.92
C 2.32 1.11 5.04
H -1.59 5.91 1.14
N 3.31 -0.03 -6.98
C 6.46 -0.85 -3.88
C 7.79 -4.21 -5.32
H -1.62 9.64 -2.15
H -5.11 9.72 -3.65
H -3.85 10.40 -4.56
H -3.21 -5.74 3.08
H 5.36 -3.26 -4.46
H -5.97 -0.06 1.60
H 10.48 -3.84 -5.25
H 8.26 -4.80 -6.11
H -3.08 1.74 6.60
H -1.02 -7.87 6.52
H -2.16 1.00 2.01
C 0.60 4.45 -1.54
H -0.92 3.93 6.40
H 2.90 1.40 -1.29
H 9.56 -2.44 -4.56
H 3.79 -1.14 -3.68
H 1.47 1.36 4.40
H -7.16 -2.69 1.93
H -3.02 0.07 5.98
H 3.44 3.50 -7.37
H -3.63 -1.10 0.43
H 0.59 -5.47 -0.72
N 0.86 -3.78 -5.00
H 10.07 1.37 1.90
H 3.30 1.00 9.54
C 4.68 -0.16 -7.50
H -0.37 -8.57 5.01
*
```

HOMO energy ... -8.217 eV
Strongest force on any atom ... 3.242 eV/A
Energy ... -175429.3917 eV
Relative energy (zero: lowest compared OMol25 entry of this formula, charge and spin) ... 15.9 kcal per mole
Frontier orbital gap ... 8.5 eV